[1]
{
  "formula": "C8H9ClN4S",
  "method": "ωB97M-V/def2-TZVPD",
  "multiplicity": 1,
  "total_energy_ha": -1387.57493,
  "mol_weight_da": 228.7,
  "gap_ev": 9.378,
  "smiles": "C/C(=N\\C#N)N(C)Cc1cnc(Cl)s1",
  "symbols": ["C", "C", "N", "C", "N", "N", "C", "C", "C", "C", "N", "C", "Cl", "S", "H", "H", "H", "H", "H", "H", "H", "H", "H"],
  "positions_angstrom": [[-1.306, 0.721, 1.450], [-0.382, 1.732, 0.729], [-0.808, 2.715, -0.022], [-2.082, 3.031, -0.162], [-3.229, 3.015, -0.245], [0.959, 1.558, 0.782], [1.804, 2.622, 0.262], [1.639, 0.372, 1.364], [1.428, -0.981, 0.723], [0.834, -1.036, -0.450], [1.187, -2.293, -1.111], [1.751, -3.098, -0.201], [2.343, -4.698, -0.508], [2.142, -2.366, 1.349], [-2.314, 1.091, 1.506], [-1.413, -0.307, 0.976], [-0.951, 0.640, 2.500], [2.763, 2.800, 0.867], [1.907, 2.550, -0.770], [1.371, 3.661, 0.436], [1.492, 0.230, 2.444], [2.748, 0.519, 1.186], [0.286, -0.307, -0.935]],
  "forces_ev_per_angstrom": [[0.798, -0.363, 0.138], [-1.350, -0.697, -0.772], [1.108, 0.386, 0.372], [0.343, -1.958, 0.761], [-1.011, 0.883, -0.316], [0.542, -0.687, 0.970], [0.526, 2.628, 2.845], [1.160, 0.007, 0.540], [-0.780, 3.565, 1.294], [2.243, -4.849, -1.560], [-0.338, -1.119, 2.839], [-0.459, 1.758, -2.083], [-0.392, 0.582, -0.055], [-0.027, -0.907, -0.878], [-0.345, 0.509, -0.160], [0.663, 1.338, 0.486], [-0.132, -0.309, -0.629], [-1.044, -1.240, -1.121], [0.730, -0.248, -1.819], [-0.216, -1.539, -0.254], [-0.066, 0.709, -0.046], [-1.239, 0.325, 0.495], [-0.714, 1.227, -1.050]],
  "mulliken_charge": [-1.20, 0.73, -0.66, 0.46, -0.52, 0.23, -1.09, -1.11, 0.79, -0.66, -0.56, 0.38, -0.15, -0.17, 0.47, 0.28, 0.30, 0.37, 0.36, 0.36, 0.36, 0.44, 0.59]
}

***

[2]
{
  "formula": "C8H9ClNO5",
  "method": "ωB97M-V/def2-TZVPD",
  "multiplicity": 1,
  "total_energy_ha": -1201.33923,
  "mol_weight_da": 234.6,
  "gap_ev": 2.991,
  "total_charge": -1,
  "symbols": ["O", "C", "C", "N", "Cl", "H", "H", "H", "H", "H", "C", "C", "C", "O", "C", "C", "C", "O", "O", "O", "H", "H", "H", "H"],
  "positions_angstrom": [[3.357, -1.194, -2.484], [2.397, -1.361, -3.500], [1.083, -0.562, -3.264], [0.480, -0.951, -1.995], [-0.394, -2.439, -2.254], [3.436, -0.274, -2.260], [2.811, -1.134, -4.508], [2.140, -2.424, -3.504], [1.267, 0.523, -3.190], [0.360, -0.739, -4.090], [-0.437, -0.262, 1.542], [-1.662, -0.570, 1.979], [-2.523, 0.428, 2.673], [-3.640, 0.105, 3.038], [-1.980, 1.769, 2.894], [-0.757, 2.076, 2.461], [0.097, 1.084, 1.743], [1.196, 1.431, 1.363], [-0.220, 3.293, 2.646], [-2.188, -1.795, 1.817], [0.194, -0.978, 1.030], [-2.606, 2.481, 3.414], [0.660, 3.242, 2.237], [-3.071, -1.748, 2.212]],
  "forces_ev_per_angstrom": [[0.546, -0.560, -0.090], [-0.825, 0.299, -0.941], [-0.229, -1.230, 1.067], [0.096, 1.246, 0.171], [-0.215, -0.556, -0.179], [-0.230, 0.608, 0.140], [0.115, 0.067, 0.266], [-0.033, 0.101, 0.072], [0.235, -0.091, -0.066], [0.486, 0.135, -0.227], [0.398, 0.118, -0.019], [0.258, -0.538, -0.309], [0.022, 0.548, 0.136], [-0.046, -0.243, -0.019], [-0.334, -0.216, 0.088], [-0.268, 0.728, 0.315], [0.032, -0.902, -0.425], [0.083, 0.428, 0.246], [-0.018, -0.443, -0.126], [0.009, 0.475, 0.225], [-0.072, 0.076, -0.214], [0.007, 0.011, -0.014], [0.206, 0.003, -0.125], [-0.224, -0.065, 0.027]],
  "mulliken_charge": [-0.50, -0.36, -0.81, -0.37, -0.35, 0.29, 0.27, 0.22, 0.33, 0.33, -0.78, 0.41, 0.96, -0.65, -0.98, 0.41, 0.98, -0.62, -0.58, -0.55, 0.27, 0.40, 0.35, 0.34]
}

***

[3]
{
  "formula": "C8H9IS",
  "method": "ωB97M-V/def2-TZVPD",
  "multiplicity": 1,
  "total_energy_ha": -1005.96472,
  "mol_weight_da": 264.1,
  "relative_energy_kcal_mol": 41.8,
  "gap_ev": 8.870,
  "symbols": ["C", "C", "C", "C", "C", "C", "C", "C", "S", "I", "H", "H", "H", "H", "H", "H", "H", "H", "H"],
  "positions_angstrom": [[0.872, -0.159, 0.701], [-0.022, 0.124, -0.339], [0.487, 0.527, 1.823], [-1.091, 0.922, -0.115], [0.639, -2.320, -2.194], [0.421, -1.049, -2.149], [1.131, 0.323, 3.205], [-2.062, 1.342, -1.133], [-0.962, 1.487, 1.478], [0.320, 0.238, -3.817], [1.848, -0.625, 0.712], [0.860, -2.657, -3.172], [0.572, -2.952, -1.275], [1.120, 1.142, 3.828], [0.685, -0.454, 3.768], [2.148, -0.032, 3.009], [-1.650, 1.148, -2.176], [-2.893, 0.661, -1.020], [-2.424, 2.334, -1.132]],
  "forces_ev_per_angstrom": [[-0.044, 1.207, 1.141], [1.096, -3.196, -3.722], [-0.459, -0.092, 0.661], [1.686, -0.057, -0.826], [-0.104, -0.897, 1.565], [-1.620, 4.628, 3.026], [0.241, -0.960, -2.649], [-0.026, -1.609, -1.818], [0.672, -0.351, 1.393], [0.345, -0.445, 0.157], [-0.309, -0.504, -0.473], [0.258, -1.137, -0.673], [0.230, 0.482, -1.098], [0.208, 2.141, 1.115], [-0.874, -0.993, 0.334], [0.026, 0.361, 0.168], [-0.458, 0.267, 1.464], [-0.674, 0.000, -0.219], [-0.195, 1.157, 0.455]],
  "mulliken_charge": [-0.76, -0.22, 0.63, 0.82, -0.57, -0.19, -1.20, -0.90, -0.22, 0.05, 0.32, 0.28, 0.27, 0.41, 0.30, 0.31, 0.01, 0.28, 0.38]
}

***

[4]
{
  "formula": "C8H9IS",
  "method": "ωB97M-V/def2-TZVPD",
  "multiplicity": 1,
  "total_energy_ha": -1005.88454,
  "mol_weight_da": 264.1,
  "relative_energy_kcal_mol": 92.1,
  "gap_ev": [7.673, 7.749],
  "symbols": ["C", "C", "C", "C", "C", "C", "C", "C", "S", "I", "H", "H", "H", "H", "H", "H", "H", "H", "H"],
  "positions_angstrom": [[-0.620, -1.080, 0.148], [-0.058, 0.139, 0.096], [-0.216, -1.831, -0.986], [0.906, 0.347, -0.869], [-1.132, 2.933, 2.241], [-0.879, 1.669, 2.363], [-0.577, -3.228, -1.523], [1.777, 1.529, -0.911], [1.037, -1.034, -1.871], [-0.639, 0.135, 3.636], [-1.208, -1.335, 0.975], [-1.432, 3.481, 3.123], [-1.222, 3.442, 1.366], [0.295, -3.522, -2.098], [-0.730, -3.831, -0.702], [-1.378, -3.152, -2.241], [1.338, 2.328, -1.489], [2.084, 1.728, 0.177], [2.654, 1.283, -1.434]],
  "forces_ev_per_angstrom": [[-0.021, -2.384, -2.491], [2.198, 2.307, -0.760], [-0.209, -0.508, 0.837], [-1.075, 0.488, 1.331], [-0.455, -0.925, 2.823], [0.805, -1.166, -1.652], [1.159, 2.929, -0.878], [0.336, 0.026, 1.543], [-0.997, 0.381, 0.735], [-0.108, 0.137, 0.488], [-1.204, -0.986, 0.640], [0.057, 0.288, 0.356], [0.048, 1.127, -2.576], [0.097, -0.581, 0.061], [-0.663, -1.749, 1.369], [-0.626, -0.249, 0.127], [-0.235, 0.681, 0.442], [-0.573, 0.470, -1.748], [1.466, -0.285, -0.646]],
  "mulliken_charge": [-0.56, 0.01, 0.37, 0.32, -0.43, -0.28, -1.17, -1.12, -0.23, 0.20, 0.37, 0.26, 0.30, 0.37, 0.36, 0.27, 0.27, 0.25, 0.43]
}

***

[5]
{
  "formula": "C8H9LiN4O5",
  "method": "ωB97M-V/def2-TZVPD",
  "multiplicity": 1,
  "total_energy_ha": -913.19373,
  "mol_weight_da": 248.1,
  "gap_ev": 8.222,
  "total_charge": -2,
  "symbols": ["Li", "O", "C", "C", "N", "C", "C", "O", "O", "C", "C", "O", "O", "H", "H", "H", "H", "H", "H", "H", "H", "H", "N", "C", "N", "C", "N"],
  "positions_angstrom": [[0.046, 0.804, 1.214], [-2.064, 0.330, -1.311], [-0.926, 0.519, -2.108], [0.235, -0.409, -1.738], [0.913, -0.022, -0.523], [1.706, 1.182, -0.700], [0.878, 2.489, -0.540], [1.121, 3.414, -1.327], [0.060, 2.493, 0.401], [1.735, -1.094, -0.004], [2.216, -0.784, 1.456], [3.273, -1.322, 1.809], [1.485, -0.033, 2.125], [-1.816, 0.516, -0.391], [-0.586, 1.558, -2.072], [-1.247, 0.292, -3.133], [0.945, -0.439, -2.597], [-0.176, -1.415, -1.596], [2.247, 1.187, -1.666], [2.439, 1.226, 0.106], [2.620, -1.294, -0.640], [1.147, -2.016, 0.044], [-4.620, -3.260, 3.113], [-3.978, -2.300, 2.986], [-3.394, -1.170, 2.990], [-2.509, -0.577, 2.319], [-1.751, 0.125, 1.781]],
  "forces_ev_per_angstrom": [[-0.181, -0.105, 0.483], [-0.105, -0.035, 0.358], [0.324, -0.100, -0.316], [-0.399, 0.032, -0.463], [-0.012, -0.177, -0.003], [0.083, 0.623, -0.201], [0.641, 0.093, -0.698], [0.223, 0.255, -0.291], [-0.613, -0.169, 0.631], [0.399, -0.163, 0.474], [0.454, -0.525, -0.616], [0.384, -0.354, -0.005], [-0.598, 0.608, 0.365], [-0.228, -0.043, 0.063], [-0.078, -0.017, -0.167], [0.159, 0.058, 0.067], [-0.099, -0.030, 0.188], [0.050, 0.091, -0.059], [-0.157, -0.021, 0.173], [0.098, -0.049, -0.037], [-0.158, 0.055, 0.139], [-0.024, 0.042, -0.012], [-0.190, -0.594, -0.066], [-0.394, -0.686, -0.080], [-0.497, 0.654, 1.175], [0.655, 0.623, -0.810], [0.262, -0.067, -0.290]],
  "mulliken_charge": [0.97, -0.57, -0.38, -0.98, 0.47, -0.59, 0.47, -0.80, -0.76, -0.62, 0.56, -0.80, -0.77, 0.41, 0.21, 0.40, 0.35, 0.29, 0.23, 0.41, 0.24, 0.33, -0.63, 0.46, -0.65, 0.40, -0.64]
}

***

[6]
{
  "formula": "C8H9N2",
  "method": "ωB97M-V/def2-TZVPD",
  "multiplicity": 3,
  "total_energy_ha": -419.15564,
  "mol_weight_da": 133.2,
  "relative_energy_kcal_mol": 73.1,
  "gap_ev": [6.758, 6.942],
  "total_charge": 1,
  "s2": 2.02,
  "symbols": ["C", "C", "C", "C", "C", "C", "C", "C", "N", "N", "H", "H", "H", "H", "H", "H", "H", "H", "H"],
  "positions_angstrom": [[-1.406, -1.644, 2.861], [-0.231, -1.802, 2.238], [-0.306, -0.410, 0.095], [0.598, 1.592, -0.880], [-2.108, -1.191, 1.609], [-0.767, -1.443, 0.846], [0.639, 2.760, -1.418], [2.060, 1.254, -2.736], [-0.028, 0.677, -0.298], [1.885, 2.006, -1.535], [-1.539, -1.985, 3.927], [0.706, -2.179, 2.571], [-2.973, -1.820, 1.398], [-2.359, -0.111, 1.624], [-0.933, -2.383, 0.362], [0.290, 3.731, -1.557], [2.668, 1.668, -3.546], [2.655, 0.472, -2.352], [1.148, 0.808, -3.207]],
  "forces_ev_per_angstrom": [[2.125, -0.952, 0.830], [-0.811, 0.515, 0.620], [-0.347, 0.323, -1.308], [1.910, -1.947, 1.334], [-1.266, 1.395, 1.412], [-0.764, -2.610, 2.241], [1.699, 3.649, -1.741], [1.094, -1.872, -2.160], [0.942, -0.198, 0.151], [-5.336, 0.818, 1.339], [-0.796, 0.832, -1.346], [0.718, -0.137, -0.061], [0.142, 0.215, -0.749], [-0.246, -0.684, -0.056], [0.264, -0.488, -1.170], [-0.304, 1.254, -0.294], [-0.209, 0.789, 0.499], [0.733, -1.579, -0.244], [0.453, 0.675, 0.701]],
  "mulliken_charge": [-0.15, -0.67, 0.48, 0.47, -0.73, -0.16, -0.43, -0.76, -0.05, -0.15, 0.33, 0.41, 0.24, 0.31, 0.47, 0.42, 0.32, 0.35, 0.29]
}

***

Which value of multiplicity does entry 6 give? 3